Record 1
{"formula": "C4H6N4", "method": "wB97M-V/def2-TZVPD", "multiplicity": 1, "e_above_lowest_kcal_mol": 105.9, "total_charge": 0, "orbital_gap_ha": 0.344, "smiles": "Cn1nc2c(n1)NC2", "e_tot_ev": -10201.348, "homo_energy_ev": -8.42, "lumo_ev": 0.94, "elements": ["C", "N", "N", "C", "C", "N", "N", "C", "H", "H", "H", "H", "H", "H"], "xyz": [[2.77, 0.07, 0.10], [1.32, -0.02, -0.03], [0.60, -1.22, -0.12], [-0.59, -0.76, -0.03], [-0.65, 0.62, -0.08], [0.53, 1.19, -0.02], [-2.06, 0.80, -0.14], [-2.20, -0.72, 0.14], [2.86, -0.10, 1.15], [3.36, 0.95, -0.28], [3.05, -0.87, -0.47], [-2.63, 1.42, 0.50], [-2.54, -0.81, 1.13], [-2.81, -1.12, -0.70]]}

***

Record 2
{"formula": "C4H6N4", "method": "wB97M-V/def2-TZVPD", "multiplicity": 1, "e_above_lowest_kcal_mol": 115.7, "total_charge": 0, "orbital_gap_ha": 0.291, "e_tot_ev": -10200.921, "homo_energy_ev": -8.18, "lumo_ev": -0.27, "elements": ["C", "C", "C", "C", "H", "H", "H", "H", "H", "H", "N", "N", "N", "N"], "xyz": [[0.20, 1.73, 0.08], [-0.39, 0.37, -0.09], [-0.98, -1.79, 0.13], [0.14, -0.87, 0.12], [0.99, 2.07, -0.61], [-0.55, 2.64, 0.30], [0.59, 1.66, 1.20], [-2.47, 0.86, -0.52], [-0.94, -2.92, 0.39], [3.39, -1.14, -0.79], [-1.80, 0.24, -0.08], [-2.10, -1.11, -0.11], [1.41, -1.23, 0.05], [2.51, -0.51, -0.05]]}

***

Record 3
{"formula": "C4H6N4", "method": "wB97M-V/def2-TZVPD", "multiplicity": 1, "e_above_lowest_kcal_mol": 91.4, "total_charge": 0, "orbital_gap_ha": [0.336, 0.336], "e_tot_ev": -10201.978, "homo_energy_ev": [-8.55, -8.55], "lumo_ev": [0.60, 0.60], "elements": ["C", "C", "C", "C", "N", "N", "N", "N", "H", "H", "H", "H", "H", "H"], "xyz": [[-2.31, -1.25, 0.00], [1.49, -0.19, 0.79], [0.91, 1.00, 0.85], [0.96, -0.87, -0.43], [-2.56, -0.60, 0.91], [0.05, 0.07, -1.01], [0.04, 1.12, -0.26], [-0.63, 2.18, -0.42], [2.20, -0.63, 1.46], [0.97, 1.82, 1.54], [1.74, -1.13, -1.15], [0.44, -1.80, -0.17], [-1.21, 2.12, -1.25], [-2.10, -1.82, -0.87]]}

***

Here are the calculated F_max numbers, same order: 0.0772 0.1396 0.0228 (hartree/bohr).